Record 1
C2H7N4 | ωB97M-V/def2-TZVPD

The calculation puts the frontier orbital gap at 10.12 eV. As for the charge: +1. Its SMILES is NCNN=C=[NH2+]. The value obtained for the total energy is -8138.49762 eV. The molecular weight comes out at 87.1 g mol⁻¹.

Positions of all 13 atoms, in Å:
C1 0.45384 1.41348 -0.58246
C2 -0.07807 -1.41762 0.14338
N1 -1.12194 -1.05387 1.05633
N2 -0.17533 0.60071 -1.17974
N3 1.07757 2.47354 -0.22499
N4 -0.40498 -0.66296 -1.09775
H1 0.84205 -0.92560 0.32081
H2 0.16488 -2.47106 -0.10695
H3 -0.57767 -0.72311 1.94825
H4 2.01258 2.59215 -0.44999
H5 0.60280 3.04670 0.46907
H6 -1.61784 -1.90781 1.29333
H7 -1.17791 -0.96454 -1.58930

---

Record 2
C30H51BrCaN7O5 | ωB97M-V/def2-TZVPD

The calculation puts the frontier orbital gap at 8.76 eV. As for the charge: +1. The value obtained for the total energy is -141085.85496 eV. The molecular weight comes out at 709.8 g mol⁻¹.

Positions of all 95 atoms, in Å:
Ca1 1.26232 1.16442 0.97973
C1 -4.71096 -2.07104 0.17473
C2 -3.49083 -1.44202 0.84810
C3 -2.56649 -2.53825 1.43303
C4 -2.09058 -2.36240 2.88232
C5 -1.48687 -3.67297 3.36931
C6 -3.20240 -1.92240 3.83196
N1 -1.03191 -1.24958 2.92193
C7 0.41060 -1.58885 3.13254
C8 1.10390 -2.13059 1.87797
N2 2.14801 -1.21288 1.38331
C9 3.16676 -0.94377 2.44588
C10 3.16646 0.52443 2.92822
O1 4.23741 1.06884 3.13018
O2 1.99282 1.04551 3.04289
C11 2.84793 -1.74093 0.17065
C12 3.37129 -3.17094 0.32148
C13 2.19503 -1.43282 -1.19076
C14 0.92578 -2.06544 -1.80485
C15 0.85575 -3.58505 -1.68016
C16 0.98738 -1.69937 -3.29992
N3 -0.25522 -1.48033 -1.14128
C17 -1.55582 -1.86319 -1.69094
C18 -2.60994 -0.80026 -1.40163
N4 -2.77278 -0.48835 -0.00124
C19 -2.98000 0.89852 0.37161
C20 -2.10813 1.15648 1.60037
O3 -2.59188 1.26844 2.71623
O4 -0.83922 1.00775 1.36822
H1 -5.29680 -2.62610 0.90825
H2 -4.42562 -2.77111 -0.61311
H3 -5.35321 -1.30448 -0.26093
H4 -3.87058 -0.84275 1.67662
H5 -1.68296 -2.63132 0.80011
H6 -3.08127 -3.50101 1.39852
H7 -2.27929 -4.42013 3.38151
H8 -1.09721 -3.59795 4.38459
H9 -0.69831 -4.03644 2.70796
H10 -4.06630 -2.57706 3.71650
H11 -3.52044 -0.89524 3.65117
H12 -2.86445 -1.99532 4.86782
H13 -1.29936 -0.58425 3.65031
H14 -1.06826 -0.66542 2.06538
H15 0.46901 -2.29184 3.95713
H16 0.87774 -0.65176 3.43958
H17 0.38732 -2.28011 1.06831
H18 1.54522 -3.10049 2.12557
H19 4.16609 -1.16308 2.07706
H20 3.00813 -1.59039 3.31468
H21 3.74097 -1.11125 0.12214
H22 2.58889 -3.92249 0.35127
H23 3.96640 -3.26615 1.23082
H24 4.02200 -3.40949 -0.52055
H25 3.00173 -1.63477 -1.90193
H26 2.05244 -0.34488 -1.25773
H27 1.77976 -4.04756 -2.02665
H28 0.04379 -3.97663 -2.29488
H29 0.67248 -3.89433 -0.65159
H30 1.87830 -2.12473 -3.76339
H31 1.02980 -0.61321 -3.42191
H32 0.12909 -2.07840 -3.85207
H33 -0.18575 -0.46681 -1.18760
H34 -1.86471 -2.82815 -1.28102
H35 -1.53663 -1.99087 -2.77918
H36 -3.54567 -1.10702 -1.88918
H37 -2.29441 0.12043 -1.90205
H38 -4.02393 1.13986 0.60309
H39 -2.64143 1.54830 -0.43669
Br1 4.11325 2.06645 -0.31489
C21 3.44959 3.53350 0.70074
C22 4.29380 4.57582 1.02963
C23 3.75471 5.60076 1.78662
C24 2.42646 5.53474 2.18240
C25 1.68071 4.43552 1.80934
N5 2.18432 3.44309 1.06405
H40 5.32708 4.57291 0.71753
H41 4.37390 6.43930 2.07609
H42 1.98175 6.31006 2.78883
H43 0.65109 4.32007 2.12420
N6 0.68747 1.86508 -1.39956
C26 0.24250 2.49214 -2.26470
N7 -0.23734 3.18424 -3.26469
C27 -1.40356 2.70704 -4.01999
C28 -1.23041 3.12472 -5.46823
O5 -1.02079 4.51909 -5.56122
C29 0.17684 4.90322 -4.91434
C30 0.09936 4.60557 -3.42927
H44 -2.31260 3.15423 -3.60735
H45 -1.46358 1.62280 -3.93092
H46 -2.13242 2.89814 -6.03364
H47 -0.38511 2.58481 -5.91272
H48 0.29851 5.97250 -5.07596
H49 1.03082 4.37573 -5.35661
H50 -0.67864 5.21755 -2.96465
H51 1.05132 4.80234 -2.93857

---

Taking the records one at a time from the top gives energy above the lowest of the compared OMol25 structures with the same formula, charge and spin values of 86.5 7.0 kcal/mol.